Here is C10H12CuNO5S as an isolated structure from OMol25. Energies are from ωB97M-V/def2-TZVPD.

XYZ file:
```
30
Properties=species:S:1:pos:R:3:lowdin_charge:R:1
Cu -1.38 0.46 -2.45 0.2262
C -2.69 3.06 1.50 -0.0649
C -1.43 2.25 1.44 -0.2699
C -0.96 1.55 2.56 -0.0697
C 0.12 0.69 2.47 -0.0848
C 0.77 0.58 1.24 -0.3096
C 0.34 1.30 0.14 -0.0752
C -0.77 2.12 0.22 -0.0564
S 2.00 -0.65 0.99 0.6302
O 2.30 -1.32 2.24 -0.3504
O 3.14 -0.09 0.29 -0.3321
N 1.16 -1.67 0.02 -0.1417
C 1.93 -2.46 -0.95 -0.2438
C 0.97 -3.17 -1.90 -0.1133
C 0.11 -2.24 -2.80 -0.6701
O -0.13 -2.62 -3.95 -0.0288
O -0.25 -1.16 -2.23 -0.1847
H -3.07 3.15 2.52 0.0560
H -3.45 2.59 0.87 0.0833
H -2.53 4.06 1.09 0.0742
H -1.49 1.64 3.51 0.0911
H 0.45 0.09 3.30 0.0940
H 0.81 1.16 -0.83 0.1080
H -1.24 2.46 -0.75 0.0306
H 0.45 -1.16 -0.53 0.0715
H 2.53 -3.20 -0.42 0.1068
H 2.62 -1.82 -1.52 0.1121
H 0.27 -3.77 -1.31 0.1118
H 1.53 -3.84 -2.55 0.0996
O -2.11 2.03 -2.21 -0.8999
```

Output
- LUMO energy: 5.1 eV
- HOMO level: 0.8 eV
- Charge: -2

Here is a 12-piece molecular cluster, C36H75F6N7O14S2 overall from OMol25. Energies are from ωB97M-V/def2-TZVPD.

XYZ file:
```
140
Properties=species:S:1:pos:R:3:lowdin_charge:R:1
C -5.19 -4.04 -2.00 -0.0006
N -4.11 -3.22 -1.38 -0.3492
C -2.98 -4.15 -1.02 0.0256
C -3.64 -2.21 -2.36 0.0161
C -4.71 -2.63 -0.12 -0.0992
C -3.82 -1.76 0.71 -0.2495
O -3.47 -0.65 -0.05 -0.0768
H -5.44 -4.85 -1.33 0.1069
H -4.80 -4.43 -2.95 0.1119
H -6.05 -3.41 -2.19 0.1143
H -2.34 -3.66 -0.30 0.0941
H -2.51 -4.47 -1.94 0.1001
H -3.44 -5.05 -0.60 0.1084
H -2.67 -1.84 -2.08 0.0776
H -4.36 -1.39 -2.40 0.1147
H -3.58 -2.68 -3.34 0.1124
H -5.11 -3.48 0.44 0.1447
H -5.54 -2.02 -0.46 0.1396
H -2.95 -2.27 1.15 0.1147
H -4.42 -1.52 1.59 0.1016
H -2.71 -0.18 0.36 0.0298
C -2.00 1.81 2.82 -0.6667
F -3.19 1.30 2.45 0.1102
F -1.81 2.96 2.20 0.1519
F -2.01 1.98 4.13 0.1370
S -0.66 0.61 2.43 0.5930
O 0.51 1.40 2.63 -0.2730
O -0.89 -0.51 3.28 -0.2650
N -1.01 0.25 0.87 -0.2958
S 0.35 0.40 0.04 0.5677
O 0.58 1.78 -0.30 -0.2847
O 1.41 -0.35 0.66 -0.2907
C -0.08 -0.38 -1.57 -0.6367
F -0.40 -1.68 -1.40 0.1066
F -1.15 0.22 -2.12 0.1225
F 0.96 -0.29 -2.41 0.1384
C 1.03 -4.83 -2.65 -0.3411
O -0.04 -4.63 -2.10 0.0017
N 2.23 -4.32 -2.26 -0.1683
C 3.45 -4.94 -2.71 -0.0534
C 2.36 -3.51 -1.07 -0.0624
H 1.18 -5.53 -3.49 0.1331
H 3.35 -5.26 -3.75 0.0877
H 3.76 -5.80 -2.12 0.0966
H 4.26 -4.21 -2.75 0.0859
H 3.09 -2.71 -1.24 0.0826
H 1.41 -3.06 -0.80 0.0664
H 2.73 -4.06 -0.20 0.0781
C 4.46 2.38 -4.38 -0.3501
O 3.35 2.83 -4.53 0.0292
N 4.89 1.72 -3.26 -0.1820
C 6.20 1.11 -3.26 -0.0604
C 3.96 1.33 -2.23 -0.0650
H 5.27 2.44 -5.12 0.1335
H 6.13 0.10 -3.68 0.0832
H 6.64 1.07 -2.27 0.0753
H 6.90 1.65 -3.90 0.0855
H 3.68 0.28 -2.31 0.0795
H 4.24 1.56 -1.20 0.0790
H 3.06 1.93 -2.37 0.0883
C 0.20 -5.63 1.50 -0.3393
O 1.21 -5.81 0.87 0.0176
N -0.09 -4.50 2.21 -0.1798
C -1.38 -4.34 2.84 -0.0579
C 0.84 -3.40 2.24 -0.0425
H -0.65 -6.33 1.50 0.1354
H -2.17 -4.72 2.18 0.0714
H -1.57 -3.27 2.93 0.0742
H -1.47 -4.79 3.83 0.0913
H 0.97 -3.02 3.26 0.1023
H 1.83 -3.74 1.96 0.0764
H 0.52 -2.56 1.62 0.0709
C 1.54 -2.95 -5.25 -0.3581
O 1.09 -3.99 -5.67 0.0137
N 2.54 -2.25 -5.82 -0.1832
C 3.04 -1.03 -5.27 -0.0675
C 3.02 -2.65 -7.14 -0.0306
H 1.23 -2.47 -4.30 0.1286
H 4.10 -1.09 -4.98 0.0857
H 2.50 -0.69 -4.39 0.0689
H 3.01 -0.22 -6.00 0.0969
H 2.27 -2.41 -7.89 0.0972
H 3.94 -2.14 -7.42 0.0855
H 3.16 -3.73 -7.17 0.0867
C -0.97 4.80 7.19 -0.0260
C -0.31 3.44 7.32 -0.4972
O 0.88 3.33 7.25 0.0749
C -1.22 2.24 7.31 -0.0150
H -1.95 4.71 6.73 0.0592
H -0.38 5.39 6.49 0.0782
H -1.12 5.32 8.14 0.0876
H -0.93 1.45 8.00 0.0865
H -1.14 1.85 6.29 0.0739
H -2.25 2.53 7.49 0.0770
C 1.79 4.62 2.42 -0.0149
C 3.10 4.62 1.65 -0.4927
O 3.89 5.53 1.73 0.0629
C 3.36 3.43 0.75 -0.0307
H 1.68 5.58 2.92 0.0754
H 1.86 3.82 3.16 0.0849
H 0.98 4.42 1.72 0.0793
H 2.70 3.49 -0.11 0.0778
H 3.24 2.48 1.28 0.0843
H 4.40 3.47 0.43 0.0763
C 4.48 -1.72 1.27 -0.0115
C 5.88 -1.91 0.74 -0.4826
O 6.71 -2.56 1.33 0.0750
C 6.23 -1.08 -0.48 -0.0299
H 4.12 -0.72 1.03 0.0707
H 4.46 -1.75 2.36 0.0939
H 3.71 -2.38 0.88 0.0471
H 6.96 -0.33 -0.17 0.0959
H 5.37 -0.55 -0.88 0.0334
H 6.75 -1.67 -1.24 0.0889
C -2.15 3.36 -1.23 -0.0180
C -3.42 3.37 -2.06 -0.4872
O -4.45 3.81 -1.61 0.0612
C -3.37 2.74 -3.43 -0.0197
H -1.25 3.10 -1.79 0.0674
H -2.22 2.67 -0.39 0.0655
H -1.97 4.36 -0.84 0.0910
H -2.50 2.09 -3.51 0.0604
H -3.25 3.47 -4.24 0.0900
H -4.28 2.19 -3.64 0.0796
C -3.24 7.67 2.49 -0.0211
C -3.43 6.38 3.26 -0.5020
O -4.49 5.80 3.28 0.0718
C -2.27 5.88 4.06 -0.0272
H -4.21 8.05 2.16 0.0811
H -2.68 7.45 1.58 0.0889
H -2.76 8.43 3.10 0.0832
H -2.33 6.25 5.08 0.0777
H -1.29 6.16 3.66 0.0824
H -2.27 4.79 4.06 0.0642
C -6.34 0.89 1.67 -0.0429
C -6.52 -0.37 2.40 -0.2924
N -6.68 -1.35 2.97 0.1316
H -7.00 1.62 2.15 0.0906
H -6.66 0.74 0.64 0.0851
H -5.31 1.20 1.71 0.0576
```

Output
- LUMO energy: -0.3 eV
- Relative energy (zero: lowest compared OMol25 entry of this formula, charge and spin): 0.0 kcal per mole
- HOMO level: -9.0 eV

Here is a 8-piece molecular cluster, C24H64O24S8 overall from OMol25. Energies are from ωB97M-V/def2-TZVPD.

XYZ file:
```
120
Properties=species:S:1:pos:R:3:lowdin_charge:R:1
O 2.13 -7.29 -1.21 -0.2982
S 0.84 -6.70 -1.53 0.6819
O -0.28 -6.74 -0.56 -0.2982
O 1.05 -5.11 -1.99 -0.2989
C -0.15 -4.31 -2.06 -0.2571
C 0.37 -3.03 -2.72 -0.0676
C 0.35 -7.32 -3.19 -0.0958
H -0.49 -4.13 -1.04 0.1150
H -1.03 -4.71 -2.57 0.1143
H -0.37 -2.24 -2.65 0.0577
H 0.65 -3.16 -3.76 0.0808
H 1.20 -2.63 -2.13 0.0739
H -0.15 -8.28 -3.04 0.0687
H 1.27 -7.45 -3.76 0.0689
H -0.26 -6.52 -3.59 0.0503
O 0.13 -3.96 2.82 -0.2905
S 1.39 -3.38 2.37 0.7110
O 2.51 -3.18 3.32 -0.3224
O 1.91 -4.26 1.05 -0.2641
C 3.09 -3.94 0.41 -0.3012
C 4.24 -4.67 1.16 -0.0419
C 1.09 -1.72 1.54 -0.0865
H 3.24 -2.86 0.39 0.0878
H 3.09 -4.21 -0.64 0.1146
H 5.20 -4.49 0.67 0.0734
H 4.09 -5.75 1.14 0.0782
H 4.22 -4.37 2.21 0.0596
H 2.08 -1.32 1.34 0.0551
H 0.48 -1.05 2.15 0.0542
H 0.55 -1.91 0.61 0.0424
O -1.36 2.38 4.01 -0.3029
S -0.27 2.06 4.90 0.6581
O -0.55 1.77 6.32 -0.3019
O 0.49 0.76 4.23 -0.2917
C 1.46 -0.06 4.96 -0.2225
C 0.75 -1.13 5.80 -0.0630
C 1.04 3.34 4.78 -0.0982
H 2.02 0.62 5.61 0.1060
H 2.20 -0.63 4.40 0.1087
H 0.44 -1.95 5.15 0.0714
H 0.04 -0.68 6.50 0.0685
H 1.42 -1.53 6.56 0.0852
H 1.00 3.66 3.74 0.0553
H 2.05 3.00 4.96 0.0665
H 0.79 4.21 5.39 0.0704
O -3.85 4.35 -0.31 -0.3104
S -2.75 5.29 -0.19 0.7014
O -2.01 5.79 -1.35 -0.2895
O -3.22 6.63 0.69 -0.2481
C -4.01 6.36 1.76 -0.3918
C -3.98 7.50 2.70 -0.0510
C -1.52 4.57 1.04 -0.0819
H -3.77 5.46 2.32 0.1157
H -4.96 6.11 1.29 0.1212
H -3.93 8.46 2.18 0.0934
H -3.13 7.33 3.36 0.0829
H -4.86 7.32 3.32 0.0892
H -0.85 3.97 0.43 0.0439
H -2.01 3.95 1.80 0.0507
H -0.97 5.38 1.53 0.0711
O 6.87 -1.53 1.04 -0.2769
S 6.05 -0.87 0.04 0.7013
O 5.30 -1.62 -0.94 -0.2960
O 5.00 0.25 0.80 -0.2452
C 4.39 1.24 0.09 -0.3411
C 3.16 1.79 0.80 -0.0566
C 7.17 0.32 -0.86 -0.1004
H 4.08 0.86 -0.88 0.1020
H 5.04 2.08 -0.14 0.1177
H 2.62 1.15 1.50 0.0643
H 2.52 2.24 0.05 0.0735
H 3.32 2.65 1.45 0.0714
H 6.66 0.96 -1.57 0.0390
H 7.81 -0.25 -1.53 0.0693
H 7.72 0.96 -0.17 0.0740
O 4.26 2.11 -6.66 -0.2676
S 3.74 1.98 -5.34 0.6399
O 3.40 3.17 -4.57 -0.3078
O 2.38 1.06 -5.41 -0.2646
C 1.22 1.38 -4.63 -0.2803
C 0.13 0.32 -4.78 -0.0498
C 4.75 0.89 -4.25 -0.0958
H 0.83 2.32 -4.99 0.1222
H 1.39 1.45 -3.56 0.1083
H 0.45 -0.68 -4.50 0.0673
H -0.21 0.38 -5.81 0.0850
H -0.63 0.68 -4.08 0.0666
H 4.74 -0.09 -4.74 0.0724
H 4.14 0.76 -3.35 0.0454
H 5.69 1.35 -3.95 0.0657
O 0.10 1.40 0.73 -0.3228
S -0.57 0.56 -0.30 0.6865
O 0.22 -0.22 -1.22 -0.2977
O -1.60 -0.49 0.53 -0.2898
C -2.53 0.15 1.47 -0.2147
C -3.43 -1.05 1.93 -0.0384
C -1.83 1.55 -1.28 -0.0657
H -3.13 0.89 0.95 0.0899
H -1.99 0.63 2.28 0.0916
H -4.36 -0.68 2.35 0.0716
H -2.85 -1.73 2.56 0.0782
H -3.72 -1.70 1.10 0.0650
H -2.40 0.71 -1.69 0.0361
H -1.40 2.03 -2.15 0.0703
H -2.41 2.24 -0.66 0.0371
O -5.45 0.39 -2.93 -0.3091
S -4.97 -0.79 -2.18 0.7057
O -3.62 -1.37 -2.31 -0.3027
O -5.45 -0.55 -0.59 -0.2900
C -6.64 0.18 -0.35 -0.3103
C -6.21 1.46 0.30 -0.0501
C -6.11 -2.18 -2.58 -0.1013
H -7.26 -0.43 0.32 0.1249
H -7.25 0.32 -1.25 0.1139
H -5.68 1.97 -0.50 0.0801
H -5.60 1.10 1.14 0.0709
H -7.08 2.02 0.65 0.0894
H -5.91 -2.46 -3.62 0.0696
H -7.12 -1.80 -2.52 0.0634
H -5.88 -3.00 -1.89 0.0730
```

Output
- SMILES: CCOS(C)(=O)=O.CCOS(C)(=O)=O.CCOS(C)(=O)=O.CCOS(C)(=O)=O.CCOS(C)(=O)=O.CCOS(C)(=O)=O.CCOS(C)(=O)=O.CCOS(C)(=O)=O
- LUMO energy: 0.1 eV
- Relative energy (zero: lowest compared OMol25 entry of this formula, charge and spin): 100.1 kcal per mole
- HOMO level: -10.5 eV

Here is a 9-piece molecular cluster, C30H68O21S4 overall from OMol25. Energies are from ωB97M-V/def2-TZVPD.

XYZ file:
```
123
Properties=species:S:1:pos:R:3:lowdin_charge:R:1
C -1.43 17.67 8.73 -0.2091
C -0.52 18.76 8.47 -0.1284
C 0.47 18.02 7.55 -0.1536
O 0.48 16.67 8.11 -0.2524
C -0.55 16.57 9.10 -0.1820
H -1.97 17.49 7.81 0.1263
H -2.08 17.82 9.59 0.1427
H 0.02 19.17 9.32 0.1071
H -1.08 19.52 7.92 0.1370
H 1.43 18.53 7.47 0.0394
H 0.05 17.85 6.56 0.0507
H -0.18 16.69 10.11 0.1542
H -1.16 15.68 8.97 0.0871
C 5.62 16.87 7.48 -0.1088
C 5.94 16.19 8.82 -0.1392
C 6.68 17.30 9.58 -0.1581
O 6.00 18.48 9.11 -0.1274
C 5.22 18.27 7.91 -0.1842
H 4.91 16.39 6.80 0.1036
H 6.56 16.99 6.95 0.1150
H 6.50 15.27 8.65 0.1125
H 5.04 15.89 9.36 0.1078
H 7.73 17.29 9.28 0.1143
H 6.64 17.13 10.66 0.1173
H 5.58 18.92 7.11 0.0880
H 4.17 18.38 8.19 0.1180
C 2.83 13.67 4.19 -0.1209
C 1.67 12.73 4.17 -0.1565
C 0.74 13.16 5.19 -0.2162
O 1.43 14.16 5.95 -0.2354
C 2.49 14.76 5.16 -0.1735
H 3.05 14.17 3.25 0.0829
H 3.69 13.16 4.62 0.1303
H 2.01 11.75 4.51 0.1209
H 1.13 12.66 3.22 0.1259
H 0.48 12.27 5.77 0.1208
H -0.08 13.63 4.66 0.1155
H 3.29 15.26 5.69 0.0855
H 2.01 15.58 4.63 0.1020
O 6.27 24.85 3.38 -0.2936
S 6.03 23.42 3.18 0.6642
O 7.03 22.55 2.63 -0.2954
O 5.57 22.82 4.64 -0.2320
C 5.39 21.34 4.83 -0.2563
C 6.36 20.96 5.96 -0.0131
C 4.40 23.18 2.38 -0.1230
H 5.71 20.74 3.97 0.1393
H 4.38 21.05 5.13 -0.0183
H 7.36 21.24 5.65 0.1074
H 6.36 19.89 6.14 0.0529
H 6.00 21.44 6.87 0.0757
H 3.93 22.20 2.51 -0.0059
H 4.39 23.45 1.32 0.0747
H 3.67 23.81 2.88 0.0804
O -1.69 13.86 8.87 -0.2859
S -0.71 13.33 7.96 0.7099
O -0.68 11.96 7.61 -0.2596
O -0.72 14.17 6.51 -0.2990
C -1.54 15.34 6.43 -0.2237
C -1.54 15.71 4.98 -0.0489
C 0.99 13.73 8.57 -0.0570
H -1.23 16.14 7.10 0.0693
H -2.55 15.19 6.82 0.1358
H -1.93 14.88 4.40 0.1096
H -0.51 15.85 4.64 0.0392
H -2.04 16.64 4.73 0.1202
H 1.21 13.19 9.50 0.0934
H 1.05 14.81 8.69 0.0049
H 1.71 13.41 7.82 0.0832
O 4.69 16.24 0.16 -0.2961
S 4.64 16.00 1.61 0.7310
O 4.84 14.68 2.20 -0.2991
O 5.82 17.03 2.23 -0.2403
C 5.97 17.00 3.63 -0.3195
C 7.36 17.50 4.04 -0.0366
C 3.10 16.80 2.29 -0.1071
H 5.90 15.96 3.96 0.1158
H 5.20 17.59 4.12 0.0530
H 7.53 18.42 3.48 0.0861
H 8.15 16.77 3.83 0.0841
H 7.44 17.75 5.10 0.0593
H 2.30 16.46 1.64 0.0817
H 3.16 17.88 2.14 0.0583
H 2.94 16.64 3.36 0.0363
O 0.65 21.01 3.74 -0.2806
S 2.02 20.52 3.44 0.7978
O 3.13 21.01 4.27 -0.3286
O 2.07 18.87 3.57 -0.3227
C 0.91 18.04 3.50 -0.1997
C 0.47 17.55 4.88 -0.0515
C 2.49 20.72 1.60 -0.0652
H 1.17 17.19 2.87 0.0851
H 0.09 18.59 3.06 0.1281
H 0.09 18.32 5.55 0.0886
H 1.37 17.19 5.38 0.0840
H -0.24 16.73 4.80 -0.0160
H 3.42 20.23 1.30 0.0826
H 2.41 21.77 1.33 0.0597
H 1.72 20.17 1.05 0.0659
C 2.14 15.84 7.62 -0.1306
O 2.56 17.15 7.30 -0.0038
C 3.27 17.42 6.20 -0.5444
O 3.49 16.65 5.28 -0.0181
O 3.72 18.69 6.27 -0.0220
C 4.49 19.15 5.17 -0.0939
H 3.00 15.19 7.77 0.1272
H 1.55 15.32 6.87 0.0619
H 1.59 15.76 8.55 0.0600
H 4.06 19.02 4.17 0.1112
H 5.54 18.89 5.33 0.0817
H 4.45 20.23 5.28 -0.0523
C 2.17 19.91 8.51 0.0059
O 3.55 20.16 8.77 -0.0171
C 4.21 20.88 7.85 -0.4758
O 3.94 20.97 6.63 0.0280
O 5.20 21.58 8.42 -0.0177
C 5.54 21.55 9.78 -0.0146
H 1.93 19.27 7.67 0.0266
H 1.76 20.91 8.33 0.1369
H 1.77 19.49 9.44 0.1173
H 5.81 20.54 10.10 0.0852
H 4.62 21.86 10.28 0.1014
H 6.38 22.21 10.00 0.1058
```

Output
- SMILES: CCOS(C)(=O)=O.CCOS(C)(=O)=O.CCOS(C)(=O)=O.CCOS(C)(=O)=O.COC(=O)OC.COC(=O)OC.C1CCOC1.C1CCOC1.C1CCOC1
- LUMO energy: 0.0 eV
- Relative energy (zero: lowest compared OMol25 entry of this formula, charge and spin): 607.3 kcal per mole
- HOMO level: -8.9 eV

Here is a 5-piece molecular cluster, C2H15N2O4 overall from OMol25. Energies are from ωB97M-V/def2-TZVPD.

XYZ file:
```
23
Properties=species:S:1:pos:R:3:lowdin_charge:R:1
C -1.99 0.56 0.43 -0.2023
C -0.87 -0.06 0.85 -0.0660
N 0.26 -0.04 -0.16 0.1627
N -3.17 0.62 1.09 0.0890
H -2.04 0.99 -0.57 0.1209
H -0.61 -0.72 1.65 0.1036
H 0.14 0.76 -0.81 0.1121
H 1.21 0.04 0.17 0.1000
H 0.05 -0.87 -0.72 0.1157
H -3.06 0.46 2.08 0.1081
H -3.92 1.21 0.79 0.1028
H 1.98 -2.42 3.10 0.0541
H 2.62 -1.16 2.58 0.0261
O 1.92 -1.78 2.38 -0.0582
H 0.32 3.45 -0.51 0.0466
H -0.71 3.46 -1.75 0.0691
O -0.32 2.95 -1.02 -0.0440
H -0.81 -1.00 -3.45 0.0602
H 0.32 -1.97 -3.28 0.0611
O -0.09 -1.21 -2.85 -0.0499
H 3.36 -1.49 -0.69 0.0852
H 3.65 -0.49 0.35 0.0700
O 2.87 -0.84 -0.14 -0.0667
```

Output
- LUMO energy: -2.6 eV
- Relative energy (zero: lowest compared OMol25 entry of this formula, charge and spin): 28.3 kcal per mole
- HOMO level: -11.9 eV
- Charge: +1